Record 1
Molecular formula: C32H72BCl18NO5Si2
Method: DFT, ωB97M-V/def2-TZVPD

Summary:
HOMO = -8.7 eV
spin multiplicity = 1
Kohn-Sham gap = 9.011 eV
net charge = 0
M = 1256.1 u

Atoms and positions in Å:
C1 -3.049 3.406 -1.295
O1 -3.517 2.046 -1.302
C2 -3.460 1.471 0.013
C3 -1.944 1.061 0.306
C4 -1.801 -0.481 0.559
C5 -0.580 -0.898 1.450
C6 -0.384 -0.027 2.744
C7 0.157 -0.843 3.960
C8 1.592 -1.485 3.734
C9 2.612 -0.580 2.967
C10 3.899 -1.477 2.683
C11 5.217 -0.847 3.295
Si1 5.773 0.726 2.353
O2 6.968 0.390 1.160
Si2 6.399 0.495 -0.473
C12 7.683 1.438 -1.542
O3 7.590 1.027 -2.922
O4 6.369 1.584 -3.374
B1 6.303 -1.374 -1.155
O5 7.278 -2.278 -0.634
N1 5.287 -1.707 -2.166
C13 3.951 -1.134 -1.872
C14 5.241 -3.152 -2.502
H1 -3.517 4.009 -0.473
H2 -1.944 3.361 -1.124
H3 -3.308 3.858 -2.276
H4 -3.765 2.244 0.769
H5 -4.163 0.621 0.138
H6 -1.613 1.701 1.151
H7 -1.383 1.358 -0.614
H8 -1.633 -0.947 -0.448
H9 -2.772 -0.915 0.912
H10 0.338 -0.984 0.822
H11 -0.790 -1.946 1.811
H12 0.301 0.817 2.471
H13 -1.361 0.445 3.023
H14 0.201 -0.179 4.878
H15 -0.585 -1.659 4.169
H16 1.512 -2.457 3.185
H17 2.015 -1.693 4.748
H18 2.259 -0.253 1.962
H19 2.950 0.282 3.595
H20 3.773 -2.475 3.175
H21 4.039 -1.667 1.594
H22 6.031 -1.612 3.317
H23 5.059 -0.518 4.356
H24 6.226 1.784 3.275
H25 4.577 1.209 1.622
H26 5.062 1.113 -0.576
H27 7.552 2.549 -1.450
H28 8.720 1.239 -1.171
H29 6.009 0.992 -4.048
H30 6.815 -2.900 -0.058
H31 3.686 -1.119 -0.786
H32 3.122 -1.699 -2.366
H33 3.898 -0.108 -2.317
H34 5.800 -3.290 -3.462
H35 5.622 -3.832 -1.711
H36 4.199 -3.494 -2.729
Cl1 -6.506 3.766 0.331
C15 -7.764 2.505 0.316
C16 -7.968 1.884 1.678
Cl2 -6.564 0.909 2.184
H37 -7.483 1.759 -0.426
H38 -8.686 2.983 -0.014
H39 -8.827 1.214 1.653
H40 -8.148 2.640 2.441
Cl3 -7.472 1.512 -3.282
C17 -6.064 2.594 -3.465
C18 -5.873 3.051 -4.892
Cl4 -5.368 1.720 -5.966
H41 -5.187 2.068 -3.089
H42 -6.244 3.456 -2.824
H43 -5.087 3.805 -4.934
H44 -6.783 3.485 -5.300
Cl5 -0.583 -4.113 2.231
C19 -0.136 -5.048 0.781
C20 1.361 -5.120 0.590
Cl6 2.064 -3.537 0.163
H45 -0.629 -4.594 -0.079
H46 -0.538 -6.051 0.914
H47 1.596 -5.807 -0.229
H48 1.860 -5.479 1.490
Cl7 2.251 0.523 6.262
C21 1.988 0.154 7.985
C22 0.520 0.125 8.343
Cl8 -0.225 1.741 8.260
H49 2.530 0.892 8.574
H50 2.434 -0.824 8.171
H51 0.397 -0.228 9.366
H52 -0.039 -0.538 7.683
Cl9 -0.865 1.905 -8.390
C23 -1.526 0.276 -8.101
C24 -2.132 0.142 -6.722
Cl10 -0.899 0.200 -5.437
H53 -0.725 -0.445 -8.257
H54 -2.292 0.106 -8.857
H55 -2.636 -0.821 -6.633
H56 -2.860 0.927 -6.527
Cl11 -5.271 6.022 -3.354
C25 -4.623 7.353 -2.362
C26 -5.462 7.604 -1.130
Cl12 -7.063 8.273 -1.531
H57 -4.558 8.241 -2.990
H58 -3.613 7.068 -2.069
H59 -4.966 8.332 -0.488
H60 -5.612 6.690 -0.556
Cl13 -6.211 5.704 -7.355
C27 -6.781 4.649 -8.673
C28 -8.272 4.406 -8.604
Cl14 -8.722 3.412 -7.197
H61 -6.222 3.715 -8.623
H62 -6.532 5.148 -9.609
H63 -8.600 3.866 -9.492
H64 -8.828 5.341 -8.549
Cl15 7.022 -3.610 5.665
C29 7.699 -2.273 6.628
C30 6.909 -2.025 7.893
Cl16 5.290 -1.367 7.552
H65 7.732 -1.386 5.997
H66 8.722 -2.551 6.881
H67 7.425 -1.292 8.513
H68 6.787 -2.938 8.474
Cl17 1.158 -7.945 -0.718
C31 2.064 -8.964 0.430
C32 1.164 -9.572 1.481
Cl18 0.518 -8.346 2.600
H69 2.846 -8.353 0.879
H70 2.539 -9.752 -0.153
H71 1.730 -10.284 2.082
H72 0.323 -10.097 1.032

Record 2
Molecular formula: C7H10O
Method: DFT, ωB97M-V/def2-TZVPD

Summary:
HOMO = -9.3 eV
spin multiplicity = 1
Kohn-Sham gap = 10.161 eV
net charge = 0
structure (SMILES) = O=CC[C@H]1C[C@H]2C[C@@H]12
M = 110.2 u

Atoms and positions in Å:
O1 2.302 1.747 0.094
C1 1.725 0.844 -0.516
C2 1.740 -0.577 0.106
C3 0.239 -0.941 0.214
C4 -0.502 -0.015 1.200
C5 -1.615 0.072 0.197
C6 -1.147 0.790 -0.914
C7 -0.894 -0.761 -0.818
H1 0.923 0.821 -1.506
H2 2.181 -1.572 -0.324
H3 1.828 -0.395 1.305
H4 0.301 -2.022 0.648
H5 0.056 0.858 1.394
H6 -0.887 -0.487 2.167
H7 -2.688 0.041 0.761
H8 -1.818 1.285 -1.543
H9 -0.351 1.581 -0.843
H10 -1.395 -1.270 -1.622

Record 3
Molecular formula: C4H8OS2
Method: DFT, ωB97M-V/def2-TZVPD

Summary:
HOMO = -8.8 eV
spin multiplicity = 1
Kohn-Sham gap = 9.433 eV
net charge = 0
structure (SMILES) = C[C@@]1(S)[C@@H](O)[C@@H]1S
M = 136.2 u

Atoms and positions in Å:
C1 -1.310 -0.187 1.112
C2 -0.145 -0.426 0.129
S1 -0.144 -2.088 -0.582
C3 0.225 0.683 -0.810
O1 -0.611 1.825 -0.842
C4 1.135 0.338 0.314
S2 2.827 -0.249 0.025
H1 -2.286 -0.230 0.553
H2 -1.255 0.829 1.583
H3 -1.161 -0.960 1.917
H4 -1.231 -1.972 -1.378
H5 0.517 0.321 -1.820
H6 -0.092 2.577 -1.132
H7 1.062 1.064 1.173
H8 2.470 -1.523 -0.240

Record 4
Molecular formula: C20H19ClN3O3Ru
Method: DFT, ωB97M-V/def2-TZVPD

Summary:
HOMO (alpha / beta) = -18.0 / -18.8 eV
spin multiplicity = 5
Kohn-Sham gap (alpha / beta) = 6.893 / 4.908 eV
net charge = +3
M = 485.9 u

Atoms and positions in Å:
Ru1 12.921 11.565 4.452
O1 14.752 11.603 2.999
C1 15.665 12.691 3.407
C2 14.773 13.808 3.854
C3 15.121 15.153 3.665
C4 14.226 16.159 4.021
C5 12.994 15.794 4.619
C6 12.722 14.457 4.851
N1 13.591 13.473 4.471
H1 15.173 10.757 2.780
H2 16.317 13.063 2.587
H3 16.300 12.356 4.254
H4 16.101 15.404 3.247
H5 14.467 17.211 3.858
H6 12.250 16.536 4.902
H7 11.783 14.139 5.314
O2 5.812 15.687 3.271
C7 7.210 15.669 3.659
O3 7.700 16.696 4.048
C8 7.955 14.397 3.550
C9 7.605 13.272 4.261
C10 8.474 12.182 4.319
C11 9.737 12.268 3.674
C12 10.067 13.450 2.952
C13 9.193 14.507 2.905
N2 10.733 11.278 3.764
C14 10.364 10.006 3.733
C15 11.401 9.032 3.851
C16 11.173 7.654 3.557
C17 12.221 6.761 3.622
C18 13.508 7.264 3.963
C19 13.688 8.599 4.251
N3 12.646 9.505 4.210
H8 5.577 14.797 2.931
H9 6.645 13.285 4.810
H10 8.222 11.271 4.882
H11 11.088 13.524 2.558
H12 9.514 15.484 2.534
H13 9.320 9.680 3.586
H14 10.155 7.334 3.330
H15 12.055 5.705 3.370
H16 14.371 6.605 3.996
H17 14.658 9.007 4.527
Cl1 14.035 10.602 6.957
C20 12.607 11.628 6.376
H18 12.755 12.585 6.887
H19 11.726 11.089 6.748

Record 5
Molecular formula: C28H25BrFN5O6PtS
Method: DFT, ωB97M-V/def2-TZVPD

Summary:
HOMO (alpha / beta) = -9.7 / -9.8 eV
spin multiplicity = 2
Kohn-Sham gap (alpha / beta) = 6.545 / 6.705 eV
net charge = +1
M = 853.6 u

Atoms and positions in Å:
Pt1 -0.316 -0.422 0.232
Br1 -0.900 -1.550 3.721
C1 -0.315 0.214 3.436
C2 -0.085 1.013 4.547
C3 0.409 2.289 4.346
C4 0.695 2.714 3.060
C5 0.432 1.860 2.009
N1 -0.108 0.638 2.191
C6 0.843 2.240 0.596
O1 1.529 3.229 0.439
O2 0.419 1.460 -0.332
H1 -0.285 0.628 5.535
H2 0.595 2.933 5.194
H3 1.130 3.677 2.838
O3 -2.068 1.032 0.348
N2 -3.044 0.548 1.107
C7 -3.928 1.404 1.659
C8 -4.963 0.935 2.423
C9 -5.089 -0.441 2.636
C10 -4.171 -1.290 2.070
C11 -3.138 -0.781 1.272
S1 -2.028 -1.814 0.444
H4 -3.737 2.444 1.443
H5 -5.653 1.645 2.853
H6 -5.888 -0.832 3.249
H7 -4.211 -2.359 2.222
F1 6.262 2.928 0.367
C12 6.007 1.622 0.124
C13 4.753 1.120 0.322
C14 4.532 -0.244 0.105
C15 3.152 -0.765 0.290
O4 2.290 -0.016 0.745
C16 2.942 -2.123 -0.105
C17 4.033 -2.869 -0.456
N3 5.307 -2.424 -0.525
C18 6.355 -3.316 -0.955
C19 6.407 -4.687 -0.362
C20 7.441 -3.668 0.020
C21 5.572 -1.075 -0.305
C22 6.846 -0.531 -0.527
C23 7.066 0.815 -0.323
N4 8.373 1.356 -0.570
C24 8.442 2.591 -1.325
C25 9.844 2.748 -1.876
N5 10.806 2.768 -0.714
C26 10.682 1.532 0.140
C27 9.241 1.389 0.592
C28 1.619 -2.836 -0.172
O5 1.610 -4.051 -0.139
O6 0.518 -2.169 -0.405
H8 3.934 1.757 0.633
H9 3.888 -3.912 -0.703
H10 6.626 -3.209 -2.000
H11 6.690 -5.498 -1.016
H12 5.665 -4.943 0.381
H13 8.447 -3.777 -0.360
H14 7.365 -3.239 1.009
H15 7.661 -1.139 -0.891
H16 8.187 3.475 -0.722
H17 7.740 2.553 -2.157
H18 9.974 3.680 -2.423
H19 10.128 1.903 -2.501
H20 10.603 3.590 -0.138
H21 11.765 2.871 -1.047
H22 11.372 1.638 0.975
H23 10.980 0.694 -0.488
H24 8.981 2.212 1.281
H25 9.148 0.457 1.148

Record 6
Molecular formula: C36H32Br2FN3OPS4SbSiTa
Method: DFT, ωB97M-V/def2-TZVPD

Summary:
HOMO = -3.6 eV
spin multiplicity = 1
Kohn-Sham gap = 4.607 eV
net charge = -1
M = 1191.5 u

Atoms and positions in Å:
Ta1 -0.158 -0.059 -0.338
S1 -5.686 -2.686 -1.054
Sb1 -3.767 -3.567 -1.902
S2 -1.619 -2.001 -0.179
S3 -0.442 -1.871 -1.887
S4 -3.259 -5.549 -0.952
Br1 -0.931 -0.227 4.786
C1 0.381 -1.139 3.798
C2 1.254 -2.032 4.458
C3 2.225 -2.704 3.777
Br2 3.377 -3.877 4.717
C4 2.387 -2.520 2.379
C5 3.350 -3.144 1.558
C6 3.397 -2.857 0.222
C7 2.478 -1.946 -0.323
N1 1.564 -1.362 0.417
C8 1.505 -1.631 1.749
C9 0.477 -0.926 2.442
O1 -0.270 -0.122 1.744
H1 1.139 -2.176 5.523
H2 4.043 -3.848 1.998
H3 4.122 -3.326 -0.427
H4 2.471 -1.701 -1.377
C10 -3.364 0.299 -1.952
Si1 -3.233 1.087 -0.261
C11 -3.808 0.092 1.204
C12 -4.477 2.500 -0.418
N2 -1.491 1.502 -0.065
C13 -1.020 2.625 0.624
C14 -1.824 3.716 0.994
C15 -1.324 4.832 1.645
C16 0.019 4.927 1.975
C17 0.849 3.866 1.650
C18 0.319 2.775 1.007
F1 1.191 1.736 0.760
H5 -4.134 -0.481 -1.911
H6 -2.459 -0.163 -2.351
H7 -3.700 1.051 -2.674
H8 -4.662 -0.528 0.914
H9 -4.113 0.766 2.010
H10 -3.038 -0.565 1.603
H11 -5.363 2.022 -0.848
H12 -4.165 3.297 -1.098
H13 -4.770 2.952 0.531
H14 -2.873 3.681 0.757
H15 -2.004 5.636 1.897
H16 0.412 5.795 2.487
H17 1.902 3.857 1.899
N3 0.903 0.834 -1.736
P1 0.657 1.745 -2.976
C19 -0.357 1.035 -4.302
C20 -0.026 -0.277 -4.642
C21 -0.759 -0.971 -5.589
C22 -1.838 -0.358 -6.210
C23 -2.155 0.957 -5.907
C24 -1.414 1.655 -4.963
C25 2.232 2.072 -3.821
C26 2.274 2.704 -5.062
C27 3.492 3.002 -5.650
C28 4.676 2.671 -5.000
C29 4.639 2.035 -3.769
C30 3.417 1.737 -3.178
C31 -0.003 3.388 -2.605
C32 -1.376 3.607 -2.483
C33 -1.855 4.865 -2.156
C34 -0.971 5.907 -1.917
C35 0.395 5.688 -1.994
C36 0.877 4.434 -2.337
H18 0.805 -0.763 -4.144
H19 -0.508 -1.997 -5.819
H20 -2.435 -0.908 -6.925
H21 -2.992 1.441 -6.394
H22 -1.665 2.685 -4.756
H23 1.350 2.958 -5.569
H24 3.521 3.495 -6.613
H25 5.627 2.907 -5.460
H26 5.561 1.776 -3.263
H27 3.362 1.244 -2.215
H28 -2.070 2.789 -2.623
H29 -2.922 5.027 -2.071
H30 -1.349 6.888 -1.656
H31 1.089 6.493 -1.786
H32 1.947 4.270 -2.395

Record 7
Molecular formula: C5H9N2OP
Method: DFT, ωB97M-V/def2-TZVPD

Summary:
HOMO = -8.0 eV
spin multiplicity = 1
Kohn-Sham gap = 8.706 eV
net charge = 0
M = 144.1 u

Atoms and positions in Å:
C1 1.875 -0.661 -1.035
C2 -4.142 -0.841 -0.357
C3 1.597 -1.412 0.222
C4 0.111 -1.214 0.577
C5 -0.380 0.288 0.696
N1 2.175 -0.206 -2.020
N2 0.486 2.534 -0.269
O1 -3.826 -1.355 0.610
P1 -0.262 1.108 -0.899
H1 -1.461 1.716 -0.822
H2 2.229 -1.061 1.073
H3 1.736 -2.517 -0.186
H4 -0.471 -1.552 -0.254
H5 -0.212 -1.787 1.519
H6 -1.414 0.282 0.931
H7 0.102 0.885 1.380
H8 0.446 3.338 -1.060
H9 1.413 2.455 -0.106

Record 8
Molecular formula: C31H45CaCl5GeN4OS2SeSi2
Method: DFT, ωB97M-V/def2-TZVPD

Summary:
HOMO = -0.6 eV
spin multiplicity = 1
Kohn-Sham gap = 4.351 eV
net charge = -2
M = 978.9 u

Atoms and positions in Å:
Ca1 1.179 -0.768 0.997
C1 -2.465 1.353 2.723
C2 -1.079 0.862 2.370
N1 -0.919 -0.296 1.754
N2 -2.089 -0.986 1.466
C3 -1.940 -2.172 1.000
N3 -3.154 -2.831 0.646
S1 -0.493 -3.122 0.741
C4 0.017 1.652 2.793
C5 -0.124 2.724 3.715
C6 0.782 2.875 4.734
C7 1.677 1.769 4.961
C8 1.913 0.890 3.973
N4 1.406 1.193 2.652
H1 -2.732 1.005 3.724
H2 -3.194 0.959 2.021
H3 -2.505 2.441 2.722
H4 -3.921 -2.378 1.131
H5 -3.095 -3.810 0.895
H6 -0.989 3.379 3.673
H7 0.700 3.685 5.449
H8 2.090 1.583 5.948
H9 2.495 -0.018 4.087
C9 3.854 2.938 2.948
Si1 2.599 2.181 1.744
C10 3.682 0.984 0.770
C11 1.965 3.604 0.666
C12 2.352 4.897 1.044
C13 2.062 6.004 0.263
C14 1.369 5.829 -0.927
C15 0.960 4.558 -1.295
C16 1.228 3.425 -0.520
Si2 0.440 1.699 -0.931
C17 -1.394 2.241 -0.670
C18 0.509 1.708 -2.875
H10 4.585 3.510 2.368
H11 4.383 2.143 3.474
H12 3.394 3.583 3.696
H13 4.635 1.489 0.583
H14 3.283 0.662 -0.192
H15 3.911 0.094 1.367
H16 2.892 5.049 1.971
H17 2.375 6.993 0.582
H18 1.135 6.683 -1.555
H19 0.392 4.445 -2.214
H20 -1.663 3.065 -1.345
H21 -1.529 2.586 0.356
H22 -2.091 1.415 -0.823
H23 0.069 2.613 -3.311
H24 -0.046 0.856 -3.283
H25 1.538 1.629 -3.243
C19 -3.916 -0.956 -5.531
Ge1 -4.612 -0.522 -3.753
C20 -5.165 1.361 -3.742
C21 -6.195 -1.647 -3.429
C22 -3.291 -0.808 -2.337
Se1 -1.568 -1.545 -2.869
C23 -2.053 -3.414 -2.708
H26 -4.672 -0.735 -6.288
H27 -3.646 -2.011 -5.597
H28 -3.017 -0.378 -5.744
H29 -5.819 1.585 -4.587
H30 -4.289 2.008 -3.800
H31 -5.694 1.604 -2.820
H32 -6.955 -1.484 -4.195
H33 -6.635 -1.425 -2.456
H34 -5.919 -2.702 -3.439
H35 -3.664 -1.470 -1.553
H36 -3.067 0.137 -1.844
H37 -2.876 -3.663 -3.380
H38 -2.303 -3.621 -1.671
H39 -1.178 -3.998 -2.990
C24 2.618 -4.035 -1.827
S2 1.637 -2.534 -1.882
C25 2.242 -1.859 -3.430
O1 2.277 -1.653 -0.852
H40 3.665 -3.761 -1.699
H41 2.456 -4.608 -2.741
H42 2.279 -4.604 -0.963
H43 1.878 -2.466 -4.260
H44 3.331 -1.814 -3.412
H45 1.824 -0.856 -3.502
Cl1 4.754 -2.642 1.043
C26 3.621 -3.301 2.250
C27 2.557 -2.521 2.650
C28 1.790 -3.097 3.653
Cl2 0.404 -2.208 4.249
C29 2.033 -4.349 4.209
Cl3 1.041 -5.001 5.473
C30 3.101 -5.104 3.727
Cl4 3.421 -6.682 4.370
C31 3.913 -4.576 2.729
Cl5 5.241 -5.519 2.122

Relative energy (zero: lowest compared OMol25 entry of this formula, charge and spin) list, top to bottom, in kcal per mole: 42.8 120.4 32.2 0.0 35.6 59.8 27.3 0.0